[1]
A 2-piece molecular cluster, C36H56Cl3N2O7 overall at a distorted geometry. Source: the Open Molecules 2025 dataset; level of theory: ωB97M-V/def2-TZVPD.

As for the total energy: -3421.7285 hartree. The LUMO energy is -2.9 eV. Its net charge is +1.

Last column: Löwdin charge in e.
CARTESIAN COORDINATES (ANGSTROEM)
C1 5.65908 3.62297 1.50564  0.0245
C2 5.09028 2.42485 1.69305  -0.1145
C3 4.74181 2.02635 3.14967  -0.3169
C4 5.00725 0.53233 3.44120  -0.1200
C5 4.48801 -0.47759 2.38648  -0.1926
C6 5.35465 -1.75869 2.38532  -0.0822
C7 4.98989 -2.71430 1.25980  -0.4580
O1 4.90672 -3.91252 1.39709  0.1265
O2 4.77903 -2.13089 0.00678  -0.0559
C8 3.39298 -2.38909 -0.34819  -0.2223
C9 2.92342 -1.28675 -1.32007  -0.0600
O3 3.46929 2.50398 3.58816  -0.0986
C10 2.40429 1.90514 2.90148  -0.1465
C11 1.06496 2.66808 3.20697  -0.3324
O4 0.05288 1.67884 3.09341  -0.1459
C12 -1.13490 2.12344 2.46774  -0.7297
Cl1 -1.70104 3.74471 3.02605  0.7856
C13 -2.22030 1.11336 2.92354  -0.1603
C14 -3.57848 1.27404 2.19730  -0.1415
C15 -4.18525 0.01097 1.60406  -0.2002
C16 -5.49175 0.11455 1.10568  -0.0415
C17 -6.11588 -0.96028 0.52465  -0.0931
C18 -5.48694 -2.19441 0.39484  -0.1096
C19 -4.20745 -2.31056 0.90136  -0.1079
C20 -3.57187 -1.21913 1.47979  -0.0475
C21 -0.87689 2.08664 0.92967  -0.1537
O5 -0.48292 3.33980 0.39500  -0.1351
C22 0.76493 3.33462 -0.26009  -0.1971
C23 0.83305 4.42266 -1.34112  -0.1720
O6 -0.11122 4.22623 -2.38457  -0.1280
C24 0.48465 3.75336 -3.57855  -0.1644
C25 0.72022 2.21184 -3.48742  -0.1783
O7 0.17496 1.60909 -4.66648  -0.1557
C26 0.37922 0.20498 -4.59360  -0.2653
C27 -0.66744 -0.50864 -3.69880  -0.0735
C28 1.14473 3.18540 4.64252  -0.6476
Cl2 0.68364 2.03698 5.88606  0.7001
C29 1.51975 4.42310 4.94056  -0.7149
C30 1.92835 5.42023 3.87570  -0.0870
Cl3 1.59511 4.94605 6.60973  0.6578
H1 6.44620 3.81002 0.77137  0.0626
H2 5.34693 4.48450 2.10866  0.0722
H3 4.85349 1.79728 0.83225  0.0932
H4 5.47220 2.58309 3.75001  0.1439
H5 4.67140 0.25621 4.45125  0.1345
H6 6.10601 0.42308 3.47481  0.1207
H7 3.49370 -0.81374 2.73310  0.1105
H8 4.34342 -0.07021 1.38323  0.0911
H9 5.26589 -2.29872 3.33563  0.1331
H10 6.41988 -1.49834 2.27477  0.1347
H11 3.28075 -3.40101 -0.76062  0.1202
H12 2.81388 -2.34778 0.58596  0.1175
H13 2.31921 -0.57049 -0.74545  0.0630
H14 2.33890 -1.67902 -2.15992  0.0613
H15 3.81419 -0.77918 -1.71273  0.0841
H16 2.50973 1.91037 1.80159  0.1213
H17 2.24927 0.86712 3.23923  0.1263
H18 1.00130 3.47321 2.46998  0.1130
H19 -2.33293 1.31286 3.99728  0.1170
H20 -1.75884 0.12218 2.83906  0.1071
H21 -3.49240 2.06218 1.43483  0.1103
H22 -4.28528 1.67825 2.93700  0.1252
H23 -6.06718 1.03817 1.15774  0.1241
H24 -7.13152 -0.88961 0.13106  0.1086
H25 -5.95698 -3.05680 -0.07469  0.0878
H26 -3.69674 -3.27049 0.80696  0.0874
H27 -2.55697 -1.37821 1.84098  0.1022
H28 -0.09338 1.32314 0.79027  0.1352
H29 -1.74820 1.73260 0.35669  0.1302
H30 1.00810 2.38066 -0.75709  0.1109
H31 1.59965 3.55110 0.43877  0.1192
H32 1.85616 4.48322 -1.75304  0.1298
H33 0.64540 5.40988 -0.88804  0.1352
H34 1.41673 4.27670 -3.83846  0.1242
H35 -0.22719 3.88562 -4.40456  0.1323
H36 0.11162 1.86930 -2.63792  0.1131
H37 1.79254 1.97374 -3.39779  0.1290
H38 1.39588 -0.00952 -4.22194  0.1072
H39 0.29900 -0.16696 -5.62472  0.1188
H40 -1.62299 0.03010 -3.72604  0.0877
H41 -0.32616 -0.61866 -2.66057  0.0624
H42 -0.80364 -1.51443 -4.11958  0.0436
H43 2.70108 5.03410 3.19840  0.0730
H44 2.37367 6.28176 4.38999  0.0708
H45 1.08198 5.76953 3.26837  0.0861
C31 -2.54194 -4.45069 -5.61636  -0.0643
C32 -2.42844 -4.05682 -4.15695  -0.1629
N1 -3.38106 -4.76306 -3.28706  -0.0338
C33 -3.27284 -4.85360 -1.91720  0.0078
C34 -4.35179 -5.54545 -1.47822  0.0012
N2 -5.09805 -5.86331 -2.58813  -0.0840
C35 -4.49456 -5.37980 -3.67059  -0.0115
C36 -6.35863 -6.60931 -2.60618  0.0329
H46 -3.52600 -4.20520 -6.01927  0.0805
H47 -1.80026 -3.91648 -6.20584  0.0912
H48 -2.38083 -5.52232 -5.74578  0.0919
H49 -2.60672 -2.98823 -4.03718  0.1214
H50 -1.42535 -4.27501 -3.79135  0.1338
H51 -2.43248 -4.40353 -1.41927  0.1417
H52 -4.68426 -5.84955 -0.50161  0.1422
H53 -4.85803 -5.47802 -4.67851  0.1680
H54 -6.23071 -7.51382 -3.19677  0.1071
H55 -7.13509 -5.98861 -3.04784  0.1069
H56 -6.64154 -6.87565 -1.59237  0.1035

***

[2]
C36H56N7PSSi2Sn as an isolated structure. Source: the Open Molecules 2025 dataset; level of theory: ωB97M-V/def2-TZVPD.

As for the total energy: -3321.5778 hartree. The LUMO energy is -0.7 eV. Its net charge is 0.

Last column: Löwdin charge in e.
CARTESIAN COORDINATES (ANGSTROEM)
Sn1 -0.73755 0.26395 -0.35795  1.1028
C1 -1.01012 -5.26098 1.36119  -0.1173
C2 -0.31723 -5.24733 0.15683  -0.0895
C3 0.12096 -4.06274 -0.41270  -0.0439
C4 -0.12582 -2.82866 0.20758  -0.3000
C5 -0.80201 -2.85880 1.43236  -0.1090
C6 -1.24527 -4.04845 1.99174  -0.0980
N1 0.30091 -1.59795 -0.31180  -0.1910
N2 1.21849 -1.71433 -1.38719  -0.2025
C7 0.69949 -0.06175 -3.04685  -0.3240
C8 0.28945 0.28350 -4.35128  0.0067
C9 0.38481 1.59347 -4.72987  -0.0607
C10 0.87892 2.55199 -3.82825  -0.0750
C11 1.20980 2.12596 -2.57048  -0.1517
N3 1.11099 0.84180 -2.16816  0.0298
H1 -1.34738 -6.19077 1.79967  0.0904
H2 -0.11743 -6.17962 -0.35985  0.0995
H3 0.64807 -4.08408 -1.35407  0.0874
H4 -0.95821 -1.93301 1.96670  -0.0017
H5 -1.76375 -4.02208 2.94358  0.0986
H6 -0.09509 -0.48118 -5.01281  0.1231
H7 0.08143 1.88876 -5.72669  0.1090
H8 0.98382 3.59110 -4.10547  0.0995
H9 1.55913 2.82273 -1.81550  0.0968
C12 -2.96513 2.22309 -2.02733  -0.2019
Si1 -3.32750 0.43628 -2.44343  0.3255
C13 -3.65091 0.36510 -4.28640  -0.1601
C14 -4.87318 -0.07934 -1.50268  -0.1822
N4 -1.92549 -0.49262 -2.02769  -0.2275
C15 -1.72729 -1.73104 -2.64481  -0.3009
C16 -2.79299 -2.58490 -2.99828  -0.0433
C17 -2.59268 -3.78491 -3.65774  -0.0828
C18 -1.31131 -4.20251 -4.00750  -0.0917
C19 -0.24445 -3.38612 -3.67530  -0.0391
C20 -0.44610 -2.18676 -3.01263  -0.1965
N5 0.69103 -1.39471 -2.64231  -0.0376
Si2 2.95131 -1.85673 -1.16069  0.4563
C21 3.84023 -0.22105 -1.08563  -0.1849
C22 3.20582 -2.77890 0.42403  -0.1508
C23 3.58194 -2.80380 -2.62955  -0.1682
H10 -3.65332 2.87608 -2.57448  0.0364
H11 -1.94303 2.49233 -2.31270  0.0115
H12 -3.07799 2.42892 -0.96004  -0.0072
H13 -4.71605 0.48557 -4.50717  0.0308
H14 -3.32862 -0.58401 -4.72085  0.0234
H15 -3.10840 1.16922 -4.79194  0.0245
H16 -5.40735 0.78656 -1.09872  0.0252
H17 -4.59784 -0.72523 -0.66473  0.0001
H18 -5.57432 -0.63111 -2.13611  0.0240
H19 -3.80407 -2.30727 -2.71776  0.0956
H20 -3.44863 -4.40535 -3.89380  0.1009
H21 -1.15126 -5.14121 -4.52158  0.0965
H22 0.77429 -3.66625 -3.92103  0.1123
H23 3.31341 0.45540 -0.40687  -0.0056
H24 3.86661 0.25091 -2.07150  0.0290
H25 4.87135 -0.34542 -0.73727  0.0353
H26 2.51174 -2.42293 1.18875  0.0132
H27 4.22788 -2.64175 0.79015  0.0350
H28 3.02456 -3.84808 0.29183  0.0357
H29 3.25374 -2.32775 -3.55761  0.0268
H30 3.21694 -3.83458 -2.62337  0.0279
H31 4.67573 -2.82849 -2.63418  0.0319
C24 4.52388 0.54623 2.58863  -0.1243
C25 3.76898 1.88033 2.55759  -0.5610
C26 4.41228 2.80414 1.52221  -0.1282
P1 1.93750 1.61146 2.27241  1.0761
C27 1.59783 0.69145 3.87579  -0.5408
C28 0.27940 0.95973 4.60229  -0.1230
C29 1.64423 -0.80339 3.52860  -0.1363
C30 1.35748 3.38618 2.38371  -0.5481
C31 -0.05077 3.59354 2.94703  -0.1362
C32 1.33686 3.90709 0.93553  -0.1578
H32 5.60029 0.72811 2.53266  0.0772
H33 4.25279 -0.08684 1.73981  0.0476
H34 4.33342 -0.01564 3.50334  0.0672
H35 3.85482 2.35245 3.54254  0.1009
H36 4.25785 2.43145 0.50583  0.0652
H37 5.49068 2.84899 1.69372  0.0760
H38 4.03115 3.82313 1.57789  0.0608
H39 2.41902 0.92236 4.56152  0.0960
H40 -0.57146 0.94224 3.91582  0.0548
H41 0.27990 1.90665 5.13875  0.0593
H42 0.11621 0.16693 5.33844  0.0777
H43 0.76427 -1.07999 2.94467  0.0540
H44 1.65261 -1.40745 4.44022  0.0867
H45 2.51352 -1.07801 2.93526  0.0332
H46 2.07336 3.96196 2.97831  0.1020
H47 -0.73585 2.83545 2.55764  0.0411
H48 -0.43012 4.56914 2.62464  0.0742
H49 -0.08488 3.57003 4.03255  0.0578
H50 0.49405 3.45654 0.40305  0.0522
H51 2.23923 3.66908 0.37496  0.0378
H52 1.20710 4.99358 0.92424  0.0815
S1 -2.85662 -0.31764 1.79758  0.6416
C33 -3.36385 1.20225 2.28897  -0.7897
N6 -4.24570 1.27804 3.34940  0.0649
C34 -4.75686 2.42681 3.82099  -0.0618
C35 -4.38631 3.60148 3.25548  -0.0346
C36 -3.45838 3.50339 2.19743  -0.1127
N7 -2.96864 2.38479 1.74204  0.0681
H53 -4.51126 0.38837 3.75059  0.1370
H54 -5.44938 2.34582 4.64778  0.1353
H55 -4.77499 4.54610 3.60052  0.1074
H56 -3.09871 4.40551 1.70776  0.1240

***

Number 1: HOMO-LUMO gap 7.20 eV. Number 2: HOMO-LUMO gap 5.82 eV.